Entry 1:
Entry from the Open Molecules 2025 dataset: an isolated ion of composition C5H4IN2O2 and charge -1 (ωB97M-V/def2-TZVPD).

Calculated values
**HOMO-LUMO gap**: 6.206 eV
**E_LUMO**: 2.92 eV
**Charge**: -1
**Energy above the lowest of the compared OMol25 structures with the same formula, charge and spin**: 23.0 kJ/mol
**Highest occupied orbital energy**: -3.29 eV
**Calculated total energy**: -20427.2779 eV

Element x y z (Å)
C (1.482, 1.725, 0.035)
C (0.557, 0.534, -0.069)
N (-0.719, 0.932, -0.062)
C (-1.709, 0.138, 0.061)
I (-3.631, 0.902, -0.077)
C (-1.515, -1.479, 0.009)
O (-2.419, -2.289, -0.016)
N (-0.206, -1.709, -0.024)
C (0.962, -0.837, 0.026)
O (2.092, -1.379, -0.041)
H (1.331, 2.103, 1.065)
H (1.203, 2.523, -0.613)
H (2.601, 1.549, -0.220)
H (-0.029, -2.712, -0.076)

Quick look at the natural (NBO) charges, all values in e: -0.61 -0.10 -0.42 -0.11 0.04 0.62 -0.67 -0.63 0.58 -0.71 0.19 0.20 0.20 0.40

---

Entry 2:
Entry from the Open Molecules 2025 dataset: a 2-piece molecular cluster, C5H4INO overall (ωB97M-V/def2-TZVPD).

Calculated values
**HOMO-LUMO gap**: 8.252 eV
**E_LUMO**: -1.20 eV
**Energy above the lowest of the compared OMol25 structures with the same formula, charge and spin**: 162.5 kJ/mol
**Highest occupied orbital energy**: -9.45 eV
**Calculated total energy**: -16884.8330 eV

Element x y z (Å)
N (-1.176, 3.089, 1.172)
C (-0.873, 2.355, 0.320)
C (-0.648, 1.574, -0.774)
I (-2.319, 0.773, -1.676)
C (0.572, 1.209, -1.137)
O (1.668, 1.037, -1.486)
C (0.013, -2.111, 0.919)
C (0.873, -1.306, 0.368)
H (0.054, -3.175, 0.774)
H (-0.802, -1.584, 1.343)
H (1.659, -1.662, -0.275)
H (0.979, -0.198, 0.452)

Quick look at the natural (NBO) charges, all values in e: -0.28 0.23 -0.62 0.27 0.78 -0.39 -0.39 -0.38 0.21 0.20 0.18 0.17

---

Entry 3:
Entry from the Open Molecules 2025 dataset: C5H4N as an isolated structure (ωB97M-V/def2-TZVPD).

Calculated values
**HOMO-LUMO gap (spin up / spin down)**: 9.597 / 6.917 eV
**E_LUMO (spin up / spin down)**: -5.93 / -7.33 eV
**Charge**: +1
**Energy above the lowest of the compared OMol25 structures with the same formula, charge and spin**: 470.0 kJ/mol
**Highest occupied orbital energy (spin up / spin down)**: -15.53 / -14.25 eV
**Calculated total energy**: -6723.4688 eV

Element x y z (Å)
C (2.585, -0.056, 0.077)
C (1.295, -0.627, -0.033)
C (-0.389, 1.248, -0.050)
C (1.531, 0.792, -0.010)
C (-0.944, -0.064, 0.011)
N (0.084, -1.099, -0.042)
H (-0.749, 2.256, -0.057)
H (-1.546, -0.146, 0.946)
H (-1.723, -0.220, -0.762)
H (-0.143, -2.085, -0.080)

Quick look at the natural (NBO) charges, all values in e: 0.24 0.26 0.10 0.03 -0.38 -0.51 0.25 0.27 0.28 0.46

---

Entry 4:
Entry from the Open Molecules 2025 dataset: C5H4N as an isolated structure (ωB97M-V/def2-TZVPD).

Calculated values
**HOMO-LUMO gap**: 7.642 eV
**E_LUMO**: -7.37 eV
**Charge**: +1
**Energy above the lowest of the compared OMol25 structures with the same formula, charge and spin**: 553.8 kJ/mol
**Highest occupied orbital energy**: -15.01 eV
**Calculated total energy**: -6722.6007 eV

Element x y z (Å)
C (2.665, 0.316, -0.252)
C (1.444, 0.959, -0.429)
C (0.514, -1.143, 0.241)
C (1.845, -0.596, 0.065)
C (-1.352, 0.483, -0.020)
N (-0.085, -0.063, -0.005)
H (0.316, -2.240, 0.630)
H (-1.616, 1.077, -0.976)
H (-2.272, -0.086, -0.079)
H (-1.459, 1.293, 0.824)

Quick look at the natural (NBO) charges, all values in e: -0.05 0.33 0.12 0.16 -0.51 -0.21 0.30 0.29 0.27 0.29

---

no.,largest force on an atom (eV/Å)
1,5.2
2,3.8
3,4.6
4,5.0